The molecule C5H6FNO2 in a non-equilibrium geometry, computed with wB97M-V/def2-TZVPD.

Results
- 2S+1: 1
- LUMO level: 0.589 eV
- Total energy: -13582.0123 eV

Last column: natural (NBO) charge in e.
Element x y z (Å)
C 1.466 -0.696 -0.666  0.36
C -0.249 0.822 -1.078  0.90
C 2.463 -1.529 -0.669  -0.56
C -0.041 -0.424 0.983  0.36
C -1.998 1.030 0.573  -0.41
N -0.719 0.464 0.159  -0.53
O -0.788 1.587 -1.820  -0.57
O 0.922 0.206 -1.456  -0.49
F 0.606 0.141 2.038  -0.35
H 3.133 -1.601 -1.510  0.22
H 2.667 -2.164 0.170  0.24
H -0.511 -1.360 1.262  0.17
H -2.820 0.406 0.216  0.20
H -2.036 1.095 1.659  0.21
H -2.095 2.023 0.142  0.24

Cartesian forces (eV/Å) of the 2 atoms listed first:
C -3.712 0.263 4.263
C -0.281 0.171 -0.123